Record 1
Formula: C62H166F6N15O20S2Ti
Source: the OMol25 dataset
Level of theory: wB97M-V/def2-TZVPD

The geometry in ORCA input format:
```
! RIJCOSX wB97M-V def2-TZVPD def2/J DEFGRID3
* xyz -1 5
Ti -6.753 -1.128 -21.272
C -8.388 1.847 -18.267
F -9.199 1.128 -17.443
F -8.753 3.175 -18.197
F -7.071 1.732 -17.890
S -8.621 1.237 -20.145
O -9.897 1.870 -20.528
O -7.476 1.715 -20.917
N -8.613 -0.563 -20.002
S -10.133 -0.885 -20.285
O -11.019 -0.524 -19.168
O -10.720 -0.672 -21.628
C -10.038 -2.903 -20.214
F -11.260 -3.424 -20.449
F -9.134 -3.354 -21.112
F -9.596 -3.363 -19.048
C -14.099 -7.115 -19.663
C -12.649 -6.813 -19.270
C -12.334 -6.933 -17.773
O -13.009 -5.970 -17.000
C -12.865 -6.192 -15.611
N -11.734 -7.567 -20.098
H -14.373 -7.999 -19.087
H -14.406 -7.284 -20.695
H -14.711 -6.332 -19.215
H -12.344 -5.800 -19.532
H -11.316 -7.067 -17.409
H -12.778 -7.890 -17.500
H -11.838 -5.901 -15.390
H -13.105 -7.234 -15.397
H -13.430 -5.479 -15.011
H -11.752 -7.254 -21.059
H -10.769 -7.617 -19.805
C -12.624 2.352 -22.278
C -13.114 3.113 -21.056
C -13.784 2.170 -19.986
O -15.059 1.776 -20.444
C -15.820 0.834 -19.717
N -12.019 3.934 -20.628
H -13.410 1.817 -22.812
H -12.007 1.521 -21.934
H -11.990 2.990 -22.893
H -13.821 3.894 -21.336
H -13.887 2.624 -19.000
H -13.250 1.256 -19.728
H -15.351 -0.145 -19.615
H -16.781 0.729 -20.220
H -15.924 1.281 -18.729
H -12.295 4.266 -19.714
H -11.316 3.236 -20.433
C -8.227 -3.563 -24.269
C -7.394 -2.317 -24.535
C -7.478 -1.895 -26.006
O -6.942 -2.918 -26.934
C -7.385 -2.769 -28.237
N -7.798 -1.242 -23.558
H -8.012 -4.394 -24.941
H -9.281 -3.302 -24.371
H -8.014 -3.947 -23.271
H -6.323 -2.502 -24.452
H -6.973 -0.957 -26.238
H -8.550 -1.736 -26.116
H -8.471 -2.707 -28.306
H -7.130 -3.693 -28.756
H -6.867 -1.927 -28.698
H -8.808 -1.265 -23.567
H -7.662 -0.383 -24.072
C -4.985 1.308 -24.070
C -4.294 0.277 -23.147
C -2.740 0.444 -23.024
O -2.269 1.787 -22.843
C -1.038 1.984 -22.285
N -4.908 0.363 -21.840
H -6.049 1.073 -24.107
H -4.678 1.341 -25.115
H -4.778 2.292 -23.651
H -4.563 -0.731 -23.466
H -2.270 -0.070 -23.863
H -2.413 -0.130 -22.157
H -0.303 1.270 -22.657
H -1.074 1.861 -21.203
H -0.652 2.969 -22.548
H -4.183 0.379 -21.137
H -5.198 1.328 -21.911
C -14.244 -3.277 -19.010
C -15.128 -3.376 -20.226
C -16.658 -3.162 -19.940
O -17.286 -4.284 -19.419
C -17.724 -5.248 -20.376
N -14.622 -2.425 -21.205
H -13.188 -3.477 -19.187
H -14.713 -3.773 -18.160
H -14.285 -2.234 -18.696
H -15.130 -4.370 -20.673
H -17.183 -2.831 -20.836
H -16.766 -2.424 -19.146
H -16.921 -5.828 -20.830
H -18.404 -4.853 -21.131
H -18.250 -6.001 -19.789
H -13.666 -2.647 -21.445
H -15.230 -2.459 -22.011
C -2.300 3.787 -14.566
C -2.843 3.133 -13.286
C -3.919 2.175 -13.650
O -4.911 2.901 -14.470
C -5.862 2.148 -15.173
N -1.759 2.540 -12.514
H -1.342 4.222 -14.282
H -2.927 4.538 -15.047
H -2.088 2.922 -15.195
H -3.391 3.844 -12.669
H -4.278 1.610 -12.790
H -3.486 1.387 -14.267
H -6.608 2.866 -15.512
H -6.316 1.386 -14.539
H -5.389 1.676 -16.035
H -1.257 3.277 -12.040
H -1.972 1.904 -11.759
C -8.936 7.795 -22.588
C -9.589 6.454 -22.294
C -8.605 5.293 -21.874
O -7.733 5.058 -22.934
C -6.771 3.972 -22.802
N -10.477 6.596 -21.139
H -8.335 7.655 -23.486
H -8.255 8.096 -21.791
H -9.676 8.524 -22.918
H -10.174 6.170 -23.169
H -9.277 4.457 -21.681
H -8.011 5.462 -20.976
H -5.951 4.113 -23.506
H -7.389 3.104 -23.035
H -6.311 3.913 -21.816
H -11.042 5.759 -21.133
H -11.063 7.411 -21.244
C -8.437 -10.076 -20.946
C -8.553 -8.678 -21.668
C -7.934 -7.527 -20.863
O -8.585 -7.513 -19.570
C -8.448 -6.301 -18.820
N -7.870 -8.975 -22.918
H -7.422 -10.159 -20.559
H -8.749 -10.903 -21.583
H -9.225 -10.064 -20.192
H -9.604 -8.468 -21.865
H -8.116 -6.535 -21.277
H -6.874 -7.755 -20.747
H -8.677 -5.470 -19.487
H -7.455 -5.938 -18.557
H -9.181 -6.342 -18.014
H -7.502 -8.077 -23.197
H -7.009 -9.463 -22.715
C -15.557 5.530 -17.998
C -14.640 6.695 -18.477
C -13.238 6.717 -17.752
O -12.548 5.510 -18.008
C -11.175 5.599 -17.778
N -14.427 6.472 -19.873
H -15.888 5.616 -16.964
H -14.997 4.595 -18.019
H -16.343 5.300 -18.717
H -15.072 7.681 -18.305
H -13.286 6.884 -16.676
H -12.691 7.524 -18.240
H -10.663 6.193 -18.535
H -10.831 4.570 -17.888
H -10.913 5.833 -16.747
H -15.271 6.281 -20.393
H -13.878 5.629 -19.967
C -8.524 0.042 -13.738
C -9.547 -0.700 -12.971
C -10.594 -1.502 -13.852
O -9.951 -2.365 -14.734
C -10.688 -3.177 -15.661
N -8.840 -1.582 -12.021
H -7.970 0.766 -13.140
H -9.036 0.637 -14.494
H -7.715 -0.580 -14.121
H -10.091 0.055 -12.403
H -11.176 -0.818 -14.469
H -11.351 -2.023 -13.266
H -11.120 -2.643 -16.508
H -11.448 -3.778 -15.162
H -9.982 -3.847 -16.151
H -8.397 -2.234 -12.653
H -9.469 -2.204 -11.534
C -11.697 -1.690 -24.839
C -12.692 -2.079 -25.977
C -12.469 -3.528 -26.437
O -11.131 -3.694 -26.905
C -10.673 -5.016 -27.166
N -14.043 -1.930 -25.543
H -11.982 -1.141 -23.941
H -10.770 -1.289 -25.247
H -11.490 -2.603 -24.281
H -12.501 -1.495 -26.878
H -13.097 -3.745 -27.300
H -12.643 -4.197 -25.594
H -9.658 -4.981 -27.562
H -11.215 -5.594 -27.914
H -10.625 -5.549 -26.217
H -14.731 -2.163 -26.244
H -14.267 -2.457 -24.711
C -3.446 7.211 -14.154
C -4.796 7.669 -14.605
C -5.470 6.663 -15.519
O -6.363 7.256 -16.413
C -6.712 6.457 -17.532
N -5.561 8.099 -13.455
H -3.493 6.222 -13.698
H -3.046 7.870 -13.383
H -2.668 7.251 -14.917
H -4.515 8.545 -15.190
H -5.855 5.858 -14.893
H -4.642 6.284 -16.119
H -5.924 6.517 -18.282
H -7.587 6.950 -17.955
H -6.988 5.409 -17.416
H -5.134 8.964 -13.154
H -6.395 8.517 -13.843
C -7.832 3.812 -26.410
C -7.952 2.478 -27.131
C -9.007 1.573 -26.443
O -8.611 1.153 -25.143
C -9.396 1.708 -24.052
N -8.462 2.694 -28.476
H -7.128 4.577 -26.736
H -7.516 3.750 -25.369
H -8.811 4.290 -26.444
H -6.943 2.073 -27.211
H -9.129 0.661 -27.027
H -10.009 1.997 -26.383
H -10.458 1.485 -24.157
H -9.245 2.787 -24.031
H -9.039 1.259 -23.125
H -7.819 3.269 -29.001
H -8.589 1.848 -29.013
C -4.393 3.994 -18.727
C -3.555 2.974 -19.574
C -3.789 1.544 -19.107
O -2.839 0.635 -19.717
C -2.882 -0.759 -19.247
N -4.024 3.109 -20.967
H -5.441 3.697 -18.761
H -4.387 5.030 -19.065
H -4.095 4.003 -17.678
H -2.498 3.239 -19.621
H -4.809 1.196 -19.266
H -3.744 1.468 -18.021
H -2.033 -1.335 -19.613
H -3.812 -1.309 -19.390
H -2.715 -0.792 -18.170
H -3.885 4.027 -21.363
H -3.462 2.373 -21.371
C -4.927 -4.589 -20.447
C -5.862 -4.026 -21.493
O -5.278 -2.816 -21.849
H -5.359 -5.449 -19.935
H -4.660 -3.887 -19.657
H -3.977 -4.812 -20.932
H -6.841 -3.750 -21.100
H -6.035 -4.570 -22.422
H -4.595 -2.984 -22.501
C -5.634 -1.419 -16.622
C -6.920 -1.775 -17.330
O -6.714 -1.801 -18.701
H -5.799 -1.581 -15.557
H -5.331 -0.400 -16.862
H -4.863 -2.117 -16.947
H -7.695 -1.037 -17.119
H -7.276 -2.755 -17.012
H -7.440 -1.337 -19.123
*
```

Calculated values
Kohn-Sham gap (spin up / spin down), eV: 3.086 / 7.966

***

Record 2
Formula: C62H48BrN16O6RbSSe
Source: the OMol25 dataset
Level of theory: wB97M-V/def2-TZVPD

The geometry in ORCA input format:
```
! RIJCOSX wB97M-V def2-TZVPD def2/J DEFGRID3
* xyz 0 1
Rb -0.481 -0.156 -0.439
N -4.010 1.568 1.960
C -3.425 0.779 1.029
N -3.131 -0.462 1.181
C -3.421 -1.075 2.401
N -3.043 -2.267 2.677
N -2.435 -3.064 1.808
C -1.230 -3.405 2.016
C -0.558 -4.423 1.191
C 0.510 -5.152 1.718
C 1.170 -6.062 0.910
C 0.752 -6.221 -0.402
C -0.340 -5.480 -0.829
N -0.980 -4.610 -0.062
C -4.111 -0.298 3.440
C -4.468 -0.844 4.670
C -5.058 -0.061 5.642
C -5.291 1.288 5.394
C -4.943 1.851 4.182
C -4.355 1.059 3.199
H -4.077 2.553 1.758
H -3.236 1.266 0.081
H -0.646 -2.964 2.830
H 0.802 -5.009 2.751
H 1.999 -6.640 1.298
H 1.262 -6.899 -1.074
H -0.723 -5.578 -1.841
H -4.259 -1.893 4.833
H -5.329 -0.492 6.597
H -5.746 1.906 6.158
H -5.120 2.903 3.992
C -3.650 -2.266 -1.420
O -3.056 -1.006 -1.704
C -3.820 -0.085 -2.314
C -5.125 -0.282 -2.726
C -5.797 0.750 -3.374
Br -7.577 0.442 -3.973
C -5.217 1.971 -3.597
C -3.898 2.189 -3.172
C -3.184 1.154 -2.554
O -1.907 1.260 -2.169
C -3.262 3.494 -3.304
N -1.986 3.704 -3.092
C -1.784 5.060 -3.208
C -0.628 5.813 -3.027
C -0.727 7.181 -3.193
C -1.940 7.791 -3.538
C -3.098 7.056 -3.715
C -3.001 5.683 -3.535
N -3.923 4.658 -3.593
H -4.488 -2.153 -0.729
H -2.885 -2.871 -0.951
H -3.987 -2.752 -2.342
H -5.631 -1.220 -2.553
H -5.771 2.745 -4.110
H -1.599 2.200 -2.354
H 0.292 5.324 -2.736
H 0.148 7.801 -3.048
H -1.973 8.866 -3.659
H -4.033 7.536 -3.976
H -4.908 4.761 -3.751
Se 3.913 -5.135 -6.612
N 4.036 -5.010 -4.854
C 3.009 -4.315 -4.437
C 2.762 -3.984 -3.048
C 3.632 -4.376 -2.027
C 3.355 -3.990 -0.735
C 2.218 -3.214 -0.508
N 1.378 -2.850 -1.458
C 1.625 -3.226 -2.717
C 0.670 -2.808 -3.759
N -0.418 -2.138 -3.373
C -1.245 -1.688 -4.295
C -1.054 -1.880 -5.665
C 0.037 -2.609 -6.077
C 0.926 -3.090 -5.113
C 2.099 -3.865 -5.464
N 2.415 -4.203 -6.688
H 4.504 -4.967 -2.275
H 4.002 -4.268 0.086
H 1.977 -2.865 0.493
H -2.108 -1.139 -3.938
H -1.760 -1.476 -6.378
H 0.224 -2.820 -7.122
O -0.206 0.843 3.136
C -0.506 1.817 2.455
N -0.969 1.769 1.193
S -1.134 3.217 0.531
O -0.168 3.421 -0.522
O -2.513 3.490 0.163
C -0.697 4.165 1.989
C -0.637 5.522 2.224
C -0.252 5.940 3.493
C 0.065 5.013 4.482
C 0.007 3.649 4.225
C -0.382 3.234 2.964
H -0.878 6.234 1.445
H -0.194 6.998 3.712
H 0.364 5.362 5.462
H 0.260 2.916 4.980
C 2.357 1.522 -4.831
C 1.562 0.878 -3.800
N 0.933 0.372 -2.986
H 3.120 2.143 -4.364
H 1.717 2.147 -5.452
H 2.837 0.767 -5.453
C 2.502 -1.324 6.630
C 3.582 -1.429 5.587
C 4.886 -1.023 5.845
C 5.870 -1.104 4.872
C 5.571 -1.603 3.610
N 6.606 -1.656 2.648
C 6.559 -1.873 1.295
O 7.467 -2.444 0.717
N 5.440 -1.465 0.588
C 4.627 -0.326 0.670
C 4.722 0.679 1.629
C 3.817 1.727 1.592
C 2.842 1.754 0.608
N 2.769 0.812 -0.329
C 3.639 -0.181 -0.306
C 4.277 -2.047 3.351
C 3.301 -1.948 4.327
H 2.878 -0.856 7.539
H 2.117 -2.312 6.889
H 1.664 -0.734 6.256
H 5.140 -0.623 6.819
H 6.878 -0.769 5.090
H 7.524 -1.851 3.016
H 5.433 -1.898 -0.324
H 5.492 0.660 2.385
H 3.866 2.514 2.333
H 2.107 2.549 0.547
H 3.551 -0.910 -1.110
H 4.033 -2.469 2.386
H 2.294 -2.278 4.099
*
```

Calculated values
Kohn-Sham gap, eV: 6.692